Below is a 2-piece molecular cluster, C9H14 overall in a non-equilibrium geometry, with properties calculated with the ωB97M-V functional and the def2-TZVPD basis.

Geometry as ORCA input:
```
! wB97M-V def2-TZVPD RIJCOSX def2/J DEFGRID3
* xyz 0 1
C -1.411 0.936 -2.389
C -1.314 -1.095 -0.941
C -0.648 0.000 -1.514
C -0.622 -2.106 -0.308
C 0.700 -1.840 0.054
C 0.673 0.305 -1.162
C 1.273 -0.634 -0.305
H -2.370 -1.157 -1.162
H -1.128 -3.040 -0.092
H -1.082 0.970 -3.421
H -1.351 1.973 -2.027
H 1.285 -2.612 0.537
H 1.150 1.237 -1.437
H 2.291 -0.476 0.043
H -2.500 0.809 -2.569
C 0.374 1.290 2.086
C 0.855 1.911 3.395
H 0.179 2.091 1.363
H 1.214 0.744 1.695
H -0.448 0.599 2.259
H 1.235 1.155 4.066
H 0.048 2.545 3.810
H 1.648 2.617 3.142
*
```

Values from the calculation:
Max |F| in Eh/bohr: 0.04097
LUMO in eV: 1.0
Molecular weight in g/mol: 122.21
Total energy in eV: -9559.52120
HOMO level in eV: -8.947
SMILES: Cc1ccccc1.CC


Below is a 6-piece molecular cluster, C10H33O6 overall in a non-equilibrium geometry, with properties calculated with the ωB97M-V functional and the def2-TZVPD basis.

Geometry as ORCA input:
```
! wB97M-V def2-TZVPD RIJCOSX def2/J DEFGRID3
* xyz 1 1
O -0.520 0.327 -0.113
H -0.471 -0.467 -0.729
H -0.122 -0.044 0.602
H 0.189 1.113 -0.386
C -1.228 -2.236 2.221
C -0.734 -1.240 3.158
O 0.194 -0.399 2.428
H -1.936 -2.790 2.907
H -0.410 -2.938 1.804
H -1.574 -1.838 1.457
H -0.167 -1.577 3.949
H -1.533 -0.683 3.457
H 0.673 0.044 3.158
C -0.383 -1.039 -3.057
C -0.125 -2.291 -2.177
O -0.655 -2.139 -0.958
H -0.052 -1.071 -4.070
H 0.450 -0.499 -2.726
H -1.377 -0.591 -3.217
H 1.043 -2.523 -2.057
H -0.335 -3.200 -2.786
H -0.875 -3.029 -0.482
C 1.571 2.439 1.367
C 1.511 3.256 0.130
O 0.433 2.723 -0.736
H 0.531 2.525 1.931
H 2.242 3.118 2.172
H 2.115 1.455 1.262
H 2.378 3.288 -0.475
H 1.122 4.346 0.240
H 0.268 3.289 -1.397
C -3.589 0.808 0.333
C -3.832 1.235 -1.157
O -2.649 1.135 -1.957
H -2.973 1.417 0.846
H -3.298 -0.192 0.365
H -4.613 0.823 0.814
H -4.166 2.258 -0.955
H -4.643 0.585 -1.598
H -2.771 1.397 -2.889
C 2.973 -1.544 0.361
C 3.795 -0.474 -0.213
O 2.877 0.289 -0.936
H 3.666 -2.237 1.061
H 2.733 -2.185 -0.381
H 2.053 -1.179 1.112
H 4.690 -0.721 -0.721
H 4.127 0.366 0.540
H 3.397 0.894 -1.504
*
```

Values from the calculation:
Max |F| in Eh/bohr: 0.19549
LUMO in eV: -2.1
Molecular weight in g/mol: 249.37
Total energy in eV: -23177.79379
HOMO level in eV: -12.945


Below is an isolated ion of composition C3H12N3 and charge +1 in a non-equilibrium geometry, with properties calculated with the ωB97M-V functional and the def2-TZVPD basis.

Geometry as ORCA input:
```
! wB97M-V def2-TZVPD RIJCOSX def2/J DEFGRID3
* xyz 1 1
C -1.229 1.067 0.348
C -1.658 -1.191 -0.134
C 1.527 0.520 -0.435
N 2.004 -0.466 0.590
N 0.396 -0.129 -0.840
N -0.618 -0.164 0.181
H -2.023 1.466 -0.369
H -1.847 1.140 1.242
H -0.487 1.828 0.692
H -2.024 -0.692 -1.063
H -1.166 -2.220 -0.342
H -2.569 -1.323 0.460
H 2.140 0.785 -1.307
H 1.443 1.501 0.113
H 2.610 -0.169 1.456
H 2.403 -1.244 0.164
H 0.066 0.236 -1.678
H 1.031 -0.946 0.920
*
```

Values from the calculation:
Max |F| in Eh/bohr: 0.08857
LUMO in eV: -3.3
Molecular weight in g/mol: 90.15
Total energy in eV: -7766.71977
HOMO level in eV: -13.705
SMILES: CN(C)NC[NH3+]


Below is C40H55AsF6N5O4Tl as an isolated structure in a non-equilibrium geometry, with properties calculated with the ωB97M-V functional and the def2-TZVPD basis.

Geometry as ORCA input:
```
! wB97M-V def2-TZVPD RIJCOSX def2/J DEFGRID3
* xyz -1 2
Tl 11.681 13.377 12.323
C 12.008 10.707 9.664
C 13.010 11.803 9.380
C 14.298 11.167 8.833
C 12.374 12.875 8.490
C 11.770 12.535 7.295
C 11.255 13.546 6.491
C 11.352 14.859 6.876
C 11.810 15.245 8.118
C 11.645 16.671 8.618
C 12.910 17.414 9.147
C 10.503 16.738 9.656
C 12.370 14.204 8.930
N 12.999 14.468 10.132
C 14.246 14.841 10.170
O 14.983 14.871 9.150
C 14.799 15.299 11.415
C 16.106 15.763 11.545
C 16.627 16.119 12.772
C 15.756 15.973 13.873
C 14.457 15.508 13.718
N 14.081 15.179 12.487
C 13.571 15.470 14.911
O 13.572 16.450 15.681
N 12.977 14.244 15.134
C 12.699 13.987 16.420
C 13.373 12.892 17.121
C 13.175 12.739 18.490
C 12.220 13.480 19.140
C 11.451 14.465 18.537
C 11.648 14.740 17.124
C 10.652 15.514 16.436
C 10.216 15.411 14.989
C 9.814 16.460 17.279
C 14.221 11.870 16.408
C 14.585 10.607 17.169
C 15.518 12.389 15.795
H 12.210 10.328 10.667
H 12.053 9.843 8.947
H 10.964 11.060 9.675
H 13.242 12.295 10.316
H 14.208 10.854 7.758
H 14.497 10.300 9.471
H 15.162 11.853 8.815
H 11.748 11.503 7.045
H 10.820 13.311 5.514
H 10.959 15.640 6.222
H 11.323 17.236 7.746
H 13.039 17.233 10.210
H 12.768 18.490 9.066
H 13.782 17.116 8.623
H 10.881 16.384 10.615
H 9.628 16.174 9.379
H 10.343 17.789 9.884
H 16.685 15.711 10.599
H 17.602 16.556 12.919
H 16.234 16.173 14.835
H 13.759 11.967 19.010
H 12.130 13.381 20.199
H 10.678 15.020 19.034
H 14.539 22.403 14.344
H 9.298 16.016 14.903
H 10.075 14.406 14.650
H 10.987 15.914 14.360
H 10.349 16.690 18.222
H 8.758 16.124 17.432
H 9.814 17.423 16.749
H 13.643 11.654 15.544
H 15.325 10.661 17.996
H 15.026 9.902 16.430
H 13.616 10.096 17.517
H 16.288 12.396 16.559
H 15.557 13.313 15.198
H 15.848 11.697 15.001
F 9.078 11.844 11.314
As 8.143 12.382 12.738
F 7.869 10.699 13.181
F 6.684 12.415 11.705
F 7.225 12.885 14.145
F 8.415 14.107 12.398
F 9.675 12.351 13.752
C 14.050 19.316 13.245
O 14.304 20.731 13.061
C 15.128 21.624 13.679
C 16.479 21.736 13.224
H 14.881 18.704 13.238
H 13.410 19.058 12.380
H 13.539 19.165 14.199
H 16.945 22.701 13.142
H 16.567 21.352 12.180
H 17.112 21.011 13.771
C 15.266 8.277 13.260
N 13.990 7.765 13.692
C 13.903 6.445 14.314
C 12.637 6.241 15.125
C 11.433 6.631 14.289
N 11.677 7.959 13.744
C 10.456 8.754 13.378
C 12.888 8.604 13.457
O 13.001 9.701 12.869
H 15.768 7.581 12.576
H 15.985 8.364 14.087
H 15.221 9.308 12.869
H 14.817 6.402 14.920
H 13.927 5.716 13.469
H 12.551 6.822 16.060
H 12.533 5.160 15.426
H 10.490 6.647 14.868
H 11.219 5.945 13.411
H 9.714 8.755 14.185
H 9.981 8.247 12.451
H 10.755 9.830 13.212
*
```

Values from the calculation:
Max |F| in Eh/bohr: 0.07593
LUMO (spin up / spin down) in eV: 0.2 / 0.2
⟨S²⟩: 0.754
Molecular weight in g/mol: 1063.20
Total energy in eV: -139851.68458
HOMO level (spin up / spin down) in eV: -4.772 / -4.772


Below is a 2-piece molecular cluster, C3H9O2 overall in a non-equilibrium geometry, with properties calculated with the ωB97M-V functional and the def2-TZVPD basis.

Geometry as ORCA input:
```
! wB97M-V def2-TZVPD RIJCOSX def2/J DEFGRID3
* xyz -1 1
C -1.149 0.412 0.161
O -2.348 0.529 -0.461
C -0.656 -1.120 0.409
C -0.331 -1.972 -0.796
H -0.361 0.678 -0.536
H -0.892 1.025 1.080
H 0.345 -1.002 0.809
H -1.128 -1.513 1.458
H 0.135 -2.966 -0.496
H -1.292 -2.080 -1.360
H 0.311 -1.354 -1.423
H 2.558 3.843 0.111
H 2.020 2.618 0.741
O 2.787 2.902 0.303
*
```

Values from the calculation:
Max |F| in Eh/bohr: 0.08118
LUMO in eV: 3.5
Molecular weight in g/mol: 77.10
Total energy in eV: -7350.28939
HOMO level in eV: -2.055


Below is one molecule with the formula C3H3O2P in a non-equilibrium geometry, with properties calculated with the ωB97M-V functional and the def2-TZVPD basis.

Geometry as ORCA input:
```
! wB97M-V def2-TZVPD RIJCOSX def2/J DEFGRID3
* xyz 0 1
C 0.599 0.895 -0.443
C -0.250 -0.102 -0.368
C 1.957 0.568 -0.084
O 2.878 1.272 0.118
O 2.128 -0.780 -0.003
P 0.825 -1.826 -0.136
H 0.281 1.864 -0.673
H -1.342 -0.330 -0.654
H 0.814 -1.854 1.175
*
```

Values from the calculation:
Max |F| in Eh/bohr: 0.09050
LUMO in eV: 0.3
Molecular weight in g/mol: 102.03
Total energy in eV: -16542.02062
HOMO level in eV: -10.060
SMILES: O=c1cc[pH]o1


Below is one molecule with the formula C5H8N2O2 in a non-equilibrium geometry, with properties calculated with the ωB97M-V functional and the def2-TZVPD basis.

Geometry as ORCA input:
```
! wB97M-V def2-TZVPD RIJCOSX def2/J DEFGRID3
* xyz 0 1
C 0.094 -0.754 1.337
C -1.336 -0.513 0.816
C -1.492 0.735 0.035
C 1.199 -0.637 0.411
C -0.243 1.241 -0.770
N 3.232 -1.115 -0.715
N 2.212 -0.969 -0.059
O 0.465 -0.905 2.507
O 0.141 0.342 -1.727
H -1.404 -1.365 0.180
H -1.976 -0.672 1.714
H -2.260 0.585 -0.762
H -1.910 1.529 0.583
H -0.581 2.184 -1.121
H 0.445 1.321 0.025
H 4.122 -1.246 -0.312
H -0.707 0.237 -2.141
*
```

Values from the calculation:
Max |F| in Eh/bohr: 0.07103
LUMO (spin up / spin down) in eV: 0.3 / 0.3
Molecular weight in g/mol: 128.13
Total energy in eV: -12385.41309
HOMO level (spin up / spin down) in eV: -8.668 / -8.667


Below is C36H43GeMoN5O9S2 as an isolated structure in a non-equilibrium geometry, with properties calculated with the ωB97M-V functional and the def2-TZVPD basis.

Geometry as ORCA input:
```
! wB97M-V def2-TZVPD RIJCOSX def2/J DEFGRID3
* xyz 1 4
Mo 0.036 -0.645 0.315
C 4.241 2.668 -1.614
C 3.682 1.427 -2.312
C 4.264 0.189 -1.644
C 4.047 1.448 -3.793
O 2.241 1.348 -2.222
Ge 1.233 2.839 -2.161
O -0.262 2.063 -2.788
C -1.355 2.807 -3.374
C -2.420 3.069 -2.312
C -1.921 1.929 -4.482
C -0.883 4.131 -3.973
O 0.112 1.139 0.784
C 0.236 2.284 1.663
C -0.697 3.345 1.101
C -0.204 1.911 3.069
C 1.686 2.746 1.640
H 5.330 2.610 -1.584
H 3.877 2.730 -0.587
H 3.977 3.591 -2.135
H 5.342 0.156 -1.804
H 3.839 -0.719 -2.072
H 4.066 0.195 -0.573
H 5.121 1.585 -3.927
H 3.531 2.266 -4.299
H 3.753 0.513 -4.273
H -2.544 2.186 -1.685
H -3.381 3.297 -2.777
H -2.146 3.911 -1.676
H -2.362 1.026 -4.062
H -1.129 1.647 -5.178
H -2.696 2.465 -5.033
H -0.488 4.806 -3.212
H -1.723 4.636 -4.454
H -0.113 3.964 -4.730
H -1.719 2.967 1.048
H -0.383 3.655 0.106
H -0.683 4.221 1.751
H -1.238 1.569 3.053
H -0.142 2.795 3.704
H 0.430 1.137 3.498
H 1.930 3.225 0.691
H 2.364 1.910 1.803
H 1.848 3.473 2.436
C 1.264 -1.696 -3.596
C 0.142 -1.698 -4.421
C -1.077 -1.338 -3.895
C -1.181 -0.983 -2.549
N -0.089 -0.976 -1.766
C 1.105 -1.331 -2.287
N -2.440 -0.660 -2.097
C -2.782 -0.592 -0.872
N -2.012 -0.789 0.285
C -2.854 -0.697 1.383
N -2.603 -0.765 2.639
C -1.993 -1.471 3.570
C -1.790 -0.956 4.873
C -1.284 -1.742 5.863
C -0.995 -3.100 5.616
C -1.211 -3.590 4.371
N -1.663 -2.782 3.369
C -4.209 -0.354 0.910
C -5.376 -0.127 1.614
C -6.509 0.182 0.871
C -6.461 0.252 -0.522
C -5.282 0.012 -1.219
C -4.164 -0.289 -0.468
H 2.242 -1.973 -3.961
H 0.224 -1.981 -5.462
H -1.980 -1.324 -4.485
H 1.940 -1.308 -1.602
H -2.061 0.074 5.043
H -1.127 -1.328 6.850
H -0.626 -3.752 6.393
H -1.048 -4.612 4.067
H -5.401 -0.182 2.694
H -7.445 0.373 1.377
H -7.363 0.496 -1.067
H -5.235 0.059 -2.298
O 0.585 -1.149 2.468
S 2.066 -1.040 2.272
O 2.752 -0.202 3.197
O 2.195 -0.653 0.835
C 2.701 -2.678 2.411
C 3.966 -2.826 2.953
C 4.547 -4.087 3.005
C 3.865 -5.187 2.513
C 2.588 -5.044 1.979
C 2.009 -3.790 1.917
S 0.298 -3.732 1.298
O 0.048 -5.031 0.714
O -1.735 -3.282 2.156
O 0.391 -2.641 0.220
H 4.483 -1.956 3.332
H 5.533 -4.204 3.433
H 4.320 -6.168 2.547
H 2.038 -5.897 1.605
*
```

Values from the calculation:
Max |F| in Eh/bohr: 0.02643
LUMO (spin up / spin down) in eV: -3.9 / -4.7
⟨S²⟩: 3.772
Molecular weight in g/mol: 922.45
Total energy in eV: -143944.86727
HOMO level (spin up / spin down) in eV: -10.652 / -10.934